Entry 1:
Formula: C3H8IN2O
Source: the OMol25 dataset
Level of theory: ωB97M-V/def2-TZVPD

Geometry as XYZ:
```
15
Properties=species:S:1:pos:R:3
C 0.953 1.555 -0.428
C -0.560 0.136 0.667
C 0.013 -1.437 -1.760
N 0.219 0.521 -0.496
N 0.765 2.400 1.390
O 0.265 -0.040 -1.740
I 1.821 2.414 -2.020
H 0.056 -0.533 1.424
H -0.779 0.973 1.240
H -1.460 -0.317 0.186
H 0.824 -2.141 -1.302
H 0.020 -1.877 -2.753
H -0.868 -1.850 -1.296
H 1.702 2.770 1.530
H 0.107 3.168 1.204
```

net charge: +1
lowest unoccupied orbital energy (alpha / beta): -4.023 / -7.486 eV
ΔE to the lowest compared entry with this formula, charge and spin: 275.8 kJ/mol
2S+1: 3

Entry 2:
Formula: C3H8INS
Source: the OMol25 dataset
Level of theory: ωB97M-V/def2-TZVPD

Geometry as XYZ:
```
14
Properties=species:S:1:pos:R:3
C 2.035 -1.106 1.233
C -2.546 0.828 -0.969
C 1.159 -0.674 0.013
N -1.327 0.179 -0.953
S -0.195 0.364 0.578
I 0.666 2.771 0.050
H 2.707 -0.250 1.627
H 1.264 -1.477 1.995
H 2.789 -1.901 0.947
H -3.025 1.189 0.004
H -3.371 0.123 -1.353
H -2.596 1.611 -1.757
H 0.869 -1.587 -0.520
H 1.571 -0.071 -0.896
```

net charge: 0
lowest unoccupied orbital energy (alpha / beta): -1.005 / -0.966 eV
ΔE to the lowest compared entry with this formula, charge and spin: 223.9 kJ/mol

Entry 3:
Formula: C3H8INS2
Source: the OMol25 dataset
Level of theory: ωB97M-V/def2-TZVPD

Geometry as XYZ:
```
15
Properties=species:S:1:pos:R:3
C -0.106 -0.885 2.747
C -0.782 1.276 -1.459
C -0.829 -0.940 0.119
N 1.648 0.230 -2.317
S -0.721 -2.000 1.452
S -0.682 0.744 0.242
I 2.655 0.134 -0.592
H 0.875 -0.520 2.459
H -0.044 -1.465 3.661
H -0.802 -0.059 2.862
H -0.829 2.360 -1.443
H -1.660 0.861 -1.942
H 0.159 0.928 -1.977
H -1.108 -1.383 -0.816
H 2.227 0.718 -2.995
```

net charge: 0
lowest unoccupied orbital energy (alpha / beta): 0.181 / -1.490 eV
ΔE to the lowest compared entry with this formula, charge and spin: 290.3 kJ/mol

Entry 4:
Formula: C3H8IO
Source: the OMol25 dataset
Level of theory: ωB97M-V/def2-TZVPD

Geometry as XYZ:
```
13
Properties=species:S:1:pos:R:3
I -0.483 -2.420 -3.389
C -0.554 0.622 1.438
C -0.285 0.065 0.018
C 1.099 0.465 -0.437
O -0.415 -1.394 0.129
H -0.422 1.704 1.402
H 0.003 0.258 2.302
H -1.603 0.400 1.633
H -1.065 0.464 -0.630
H 1.560 -0.382 -0.944
H 1.819 0.654 0.359
H 1.108 1.272 -1.170
H -0.763 -1.707 -0.710
```

net charge: 0
lowest unoccupied orbital energy (alpha / beta): 0.753 / -3.624 eV
ΔE to the lowest compared entry with this formula, charge and spin: 9.6 kJ/mol
2S+1: 2

Entry 5:
Formula: C3H8N
Source: the OMol25 dataset
Level of theory: ωB97M-V/def2-TZVPD

Geometry as XYZ:
```
12
Properties=species:S:1:pos:R:3
C 1.484 0.129 -0.106
N 0.176 -0.049 0.592
C -1.144 0.715 -0.044
C -0.899 -0.714 -0.184
H 2.036 0.937 0.249
H 2.133 -0.714 0.069
H 0.975 0.268 -1.060
H 0.329 -0.305 1.586
H -0.889 1.268 -0.935
H -1.812 1.088 0.734
H -1.605 -1.543 0.315
H -0.784 -1.081 -1.216
```

net charge: +1
lowest unoccupied orbital energy: -3.618 eV
ΔE to the lowest compared entry with this formula, charge and spin: 160.8 kJ/mol

Entry 6:
Formula: C3H8N2
Source: the OMol25 dataset
Level of theory: ωB97M-V/def2-TZVPD

Geometry as XYZ:
```
13
Properties=species:S:1:pos:R:3
C -1.432 0.819 0.629
C -0.528 0.737 -0.648
N 0.290 -0.501 -0.762
C 1.330 -0.788 0.150
N 1.926 -1.982 0.107
H -2.312 0.206 0.425
H -1.669 1.954 0.664
H -0.968 0.584 1.557
H -1.348 0.748 -1.444
H 0.188 1.513 -0.939
H 0.205 -1.337 -1.370
H 1.474 0.026 0.901
H 2.843 -1.980 0.730
```

net charge: -1
lowest unoccupied orbital energy (alpha / beta): 4.379 / 4.564 eV
ΔE to the lowest compared entry with this formula, charge and spin: 78.6 kJ/mol
2S+1: 2

Entry 7:
Formula: C3H8N2
Source: the OMol25 dataset
Level of theory: ωB97M-V/def2-TZVPD

Geometry as XYZ:
```
13
Properties=species:S:1:pos:R:3
C -0.789 0.745 1.537
C -0.875 -0.475 0.637
C -0.217 -0.230 -0.684
N 1.079 -0.342 -0.696
N 1.612 -0.129 -1.927
H 0.225 1.159 1.557
H -1.065 0.482 2.563
H -1.463 1.536 1.193
H -1.915 -0.778 0.484
H -0.186 -1.275 1.053
H -0.831 -0.156 -1.598
H 1.990 -1.011 -2.281
H 2.435 0.474 -1.837
```

net charge: 0
lowest unoccupied orbital energy: 1.203 eV
ΔE to the lowest compared entry with this formula, charge and spin: 250.2 kJ/mol

Entry 8:
Formula: C3H8N2
Source: the OMol25 dataset
Level of theory: ωB97M-V/def2-TZVPD

Geometry as XYZ:
```
13
Properties=species:S:1:pos:R:3
C 0.243 -2.354 -0.329
C -0.599 -1.139 0.108
C 0.085 0.153 0.368
N -0.272 1.198 -0.252
N 0.330 2.387 0.118
H -0.432 -3.268 -0.321
H 0.952 -2.596 0.510
H 0.824 -2.240 -1.246
H -1.331 -0.990 -0.655
H -1.221 -1.505 0.966
H 0.862 0.237 1.128
H 1.332 2.239 0.259
H 0.232 3.073 -0.587
```

net charge: 0
lowest unoccupied orbital energy: 1.169 eV
ΔE to the lowest compared entry with this formula, charge and spin: 218.3 kJ/mol

Entry 9:
Formula: C3H8N2
Source: the OMol25 dataset
Level of theory: ωB97M-V/def2-TZVPD

Geometry as XYZ:
```
13
Properties=species:S:1:pos:R:3
C 0.611 2.027 1.026
C 0.331 0.693 0.356
N -0.747 0.054 0.551
N -1.056 -1.060 -0.072
C -0.224 -1.705 -1.070
H -0.309 2.615 0.989
H 0.860 1.835 2.097
H 1.433 2.507 0.450
H 0.989 0.372 -0.446
H -1.864 -1.598 0.204
H -0.863 -2.503 -1.558
H 0.718 -2.205 -0.640
H 0.122 -1.032 -1.886
```

net charge: 0
lowest unoccupied orbital energy: 1.099 eV
ΔE to the lowest compared entry with this formula, charge and spin: 249.3 kJ/mol

Entry 10:
Formula: C3H8N2
Source: the OMol25 dataset
Level of theory: ωB97M-V/def2-TZVPD

Geometry as XYZ:
```
13
Properties=species:S:1:pos:R:3
C 1.908 0.416 0.025
C -0.727 -0.150 -0.207
C -2.362 -0.024 0.074
H 3.048 0.048 0.561
H 1.508 1.006 0.831
H 2.147 1.364 -0.919
H 1.847 -1.758 -0.003
H -0.484 0.972 -0.653
H -3.149 -0.841 -0.527
H -2.541 -0.102 1.271
H -2.432 1.105 -0.285
N 1.293 -0.854 -0.073
N -0.056 -1.181 -0.093
```

net charge: 0
lowest unoccupied orbital energy: 1.012 eV
ΔE to the lowest compared entry with this formula, charge and spin: 585.6 kJ/mol

Entry 11:
Formula: C3H8N2
Source: the OMol25 dataset
Level of theory: ωB97M-V/def2-TZVPD

Geometry as XYZ:
```
13
Properties=species:S:1:pos:R:3
H -1.496 -1.301 2.863
N -0.925 -1.645 2.098
C -1.031 -0.817 1.122
N -0.100 -0.679 0.145
C -0.112 0.501 -0.699
C 1.323 0.862 -1.095
H -1.884 -0.137 1.010
H 0.417 -1.509 -0.095
H -0.758 0.372 -1.576
H -0.542 1.381 -0.225
H 1.343 1.814 -1.636
H 1.941 1.050 -0.209
H 1.826 0.108 -1.704
```

net charge: 0
lowest unoccupied orbital energy: 1.045 eV
ΔE to the lowest compared entry with this formula, charge and spin: 150.6 kJ/mol

Entry 12:
Formula: C3H8N2
Source: the OMol25 dataset
Level of theory: ωB97M-V/def2-TZVPD

Geometry as XYZ:
```
13
Properties=species:S:1:pos:R:3
C 2.074 -0.334 -0.316
C 0.802 -0.076 0.532
C -0.173 0.892 0.012
N -1.377 0.610 -0.184
N -1.727 -0.705 0.021
H 1.792 -1.009 -1.119
H 2.890 -0.763 0.247
H 2.499 0.597 -0.786
H 0.239 -0.930 0.930
H 1.254 0.525 1.385
H 0.501 1.741 -0.302
H -2.621 -0.973 -0.443
H -1.041 -1.415 -0.139
```

net charge: 0
lowest unoccupied orbital energy: 0.964 eV
ΔE to the lowest compared entry with this formula, charge and spin: 292.9 kJ/mol